No. 1
Here is 2 unconnected molecules or ions with the total composition C3H8OS2 from the Open Molecules 2025 dataset. Energies are from wB97M-V/def2-TZVPD.

Computed properties:
HOMO energy ... -8.7 eV
SMILES ... CC=O.CSS
Electronic energy ... -990.68889 Ha
Gap between HOMO and LUMO ... 0.3474 Ha

Structure (XYZ):
```
14
Properties=species:S:1:pos:R:3:forces:R:3
S 1.632 1.512 2.450 -0.392 0.818 0.291
S 2.493 -0.292 2.317 0.598 -0.770 -0.111
O 0.889 -0.272 -1.845 -0.145 -0.159 0.044
C -1.094 -1.073 -2.906 -1.389 0.368 -0.901
C -0.314 -0.339 -1.889 0.859 -0.074 0.028
C -0.086 1.093 2.858 0.124 -0.211 -0.238
H -2.140 -1.165 -2.598 0.190 -0.363 0.273
H -0.724 -2.009 -3.306 0.391 -0.054 0.268
H -0.508 1.962 3.355 -0.089 0.069 -0.039
H -0.649 0.838 1.962 -0.065 0.088 -0.001
H -1.210 -0.386 -3.757 0.337 -0.016 -0.044
H 2.737 -0.334 0.994 -0.241 -0.036 -0.020
H -0.920 0.220 -1.173 -0.217 0.293 0.367
H -0.107 0.245 3.538 0.037 0.046 0.081
```
Forces are in eV/Å.

No. 2
Here is C3H4ClNS in the gas phase from the Open Molecules 2025 dataset. Energies are from wB97M-V/def2-TZVPD.

Computed properties:
HOMO energy ... -8.6 eV
SMILES ... S=C1NC[C@@H]1Cl
Electronic energy ... -1029.82177 Ha
Gap between HOMO and LUMO ... 0.3398 Ha

Structure (XYZ):
```
10
Properties=species:S:1:pos:R:3:forces:R:3
Cl -1.059 1.273 1.768 -0.016 0.005 -0.005
S 2.032 1.793 -0.289 0.022 -0.005 0.018
N 0.276 -0.144 -1.092 0.347 0.163 -0.370
C -0.709 -0.734 -0.194 0.175 0.111 0.202
C -0.045 0.115 0.926 0.142 0.003 -0.630
C 0.864 0.681 -0.196 -0.360 -0.168 0.061
H 0.506 -0.474 1.638 0.154 -0.095 0.316
H -1.726 -0.435 -0.404 -0.278 -0.009 -0.073
H -0.618 -1.812 -0.076 -0.070 -0.043 0.024
H 0.479 -0.263 -2.082 -0.117 0.039 0.458
```
Forces are in eV/Å.

No. 3
Here is a molecular structure, C26H45AlClNP from the Open Molecules 2025 dataset. Energies are from wB97M-V/def2-TZVPD.

Computed properties:
HOMO energy ... -1.4 eV
Electronic energy ... -2116.50271 Ha
Charge ... -1
Gap between HOMO and LUMO ... 0.1472 Ha

Structure (XYZ):
```
75
Properties=species:S:1:pos:R:3:forces:R:3
Cl 0.960 1.218 3.336 -0.320 0.301 0.076
P -0.367 0.037 0.440 0.457 0.612 0.270
Al 1.861 0.006 1.763 0.802 -3.069 0.469
N 4.828 0.673 2.827 -1.959 -0.656 -0.976
C -1.334 -1.001 1.675 0.222 0.482 -0.270
C -2.230 2.230 -0.061 0.011 0.399 0.164
C 3.782 0.413 2.352 1.742 1.652 0.428
C -2.340 -0.844 -1.489 -0.077 0.024 -0.195
C -0.842 -0.610 -1.256 0.141 0.107 0.569
C -3.240 -2.911 2.835 -0.020 -0.026 0.085
C -3.349 -1.405 3.103 -0.015 0.015 -0.030
C -1.929 -0.778 -4.004 0.021 0.026 -0.006
C 0.226 2.778 0.217 -0.195 0.107 0.057
C -0.248 0.237 -2.389 0.111 -0.101 -0.108
C -2.583 3.671 0.335 -0.057 -0.030 -0.117
C 1.725 -1.902 1.818 0.018 0.706 0.239
C -0.456 -0.454 -3.745 -0.007 0.092 0.170
C -1.814 -3.333 2.484 0.035 0.223 -0.135
C -1.228 -2.495 1.341 -0.453 -0.274 -0.020
C 5.237 -1.178 -0.285 -0.233 0.006 0.181
C -1.461 4.661 0.002 -0.001 -0.066 -0.001
C -0.120 4.228 0.594 0.071 -0.259 0.029
C -0.918 1.826 0.614 -0.426 -0.619 -0.092
C 5.540 0.078 -1.105 -0.114 -0.097 -0.039
C 4.398 1.109 -1.042 0.621 0.144 0.238
C 3.046 0.474 -1.042 -0.330 -0.802 -0.014
C 3.943 -1.855 -0.774 0.740 -0.142 -0.184
C -2.775 -0.560 1.959 0.008 -0.201 -0.103
C 2.840 -0.862 -0.956 -0.259 0.936 0.029
C -2.556 -1.546 -2.839 0.046 0.056 0.156
H -0.756 -0.826 2.597 -0.006 -0.136 -0.240
H -1.765 -2.716 0.407 -0.107 -0.044 0.161
H 0.400 2.709 -0.869 0.005 0.020 0.149
H -2.100 -2.544 -2.785 -0.077 0.042 -0.005
H -3.910 -3.183 2.011 -0.009 0.039 -0.034
H -2.126 2.164 -1.154 -0.037 0.070 0.162
H -0.174 -2.765 1.193 -0.187 0.337 0.090
H -3.392 -0.686 1.058 -0.022 0.041 0.218
H -3.629 -1.682 -3.007 0.068 -0.066 -0.054
H -0.721 1.230 -2.403 0.027 -0.196 -0.020
H 6.077 -1.881 -0.356 -0.128 0.085 0.031
H -2.024 -1.361 -4.927 -0.028 0.078 0.056
H -2.778 -1.447 -0.686 0.143 0.159 -0.284
H 1.164 2.499 0.722 -0.285 0.008 -0.157
H -2.481 0.157 -4.162 0.013 -0.019 0.038
H 0.685 4.893 0.260 -0.131 -0.026 0.068
H -2.794 -1.166 4.019 -0.052 -0.007 -0.060
H 3.629 -2.652 -0.088 0.036 0.351 -0.052
H -1.786 -4.396 2.210 -0.005 0.121 0.095
H 1.825 -1.275 -0.985 0.342 0.270 0.051
H -1.359 4.737 -1.087 -0.032 -0.010 -0.024
H -4.396 -1.127 3.271 0.077 -0.038 0.070
H 5.694 -0.218 -2.149 -0.022 0.023 -0.027
H -3.583 -3.468 3.716 -0.045 0.070 -0.085
H 0.825 0.401 -2.231 -0.340 -0.087 -0.064
H 6.475 0.534 -0.767 -0.064 0.016 0.010
H 5.118 -0.905 0.772 0.060 -0.121 -0.259
H 4.160 -2.345 -1.739 -0.186 0.071 0.038
H 1.346 -2.341 2.759 0.219 0.010 -0.246
H -1.722 5.661 0.367 -0.013 -0.063 -0.064
H -1.172 -3.204 3.366 -0.013 -0.039 -0.110
H -2.809 0.504 2.229 0.006 -0.180 -0.004
H -3.048 1.554 0.225 0.229 0.182 -0.063
H -2.767 3.697 1.416 -0.030 -0.004 -0.058
H 1.961 -2.663 1.069 -0.005 0.124 0.147
H -3.511 3.971 -0.164 0.026 0.070 0.081
H -0.343 -1.596 -1.257 -0.099 0.168 -0.076
H 0.126 -1.386 -3.757 -0.027 0.109 -0.001
H -0.163 4.294 1.690 0.016 -0.011 -0.129
H 4.510 1.736 -0.142 -0.047 -0.208 -0.135
H -1.047 1.904 1.706 0.029 0.060 -0.214
H -2.870 0.120 -1.487 0.102 -0.224 -0.057
H 4.498 1.802 -1.893 -0.160 -0.132 0.130
H 2.202 1.167 -1.138 0.217 -0.323 0.049
H -0.059 0.189 -4.539 -0.036 -0.136 0.012
```
Forces are in eV/Å.

No. 4
Here is C6H16NPS3 in the gas phase from the Open Molecules 2025 dataset. Energies are from wB97M-V/def2-TZVPD.

Computed properties:
HOMO energy ... -8.7 eV
SMILES ... CCCN[P@](=S)(S)SCCC
Electronic energy ... -1828.88646 Ha
Gap between HOMO and LUMO ... 0.3408 Ha

Structure (XYZ):
```
27
Properties=species:S:1:pos:R:3:forces:R:3
S -2.471 0.258 0.584 0.232 -0.088 0.562
S -1.447 -1.979 3.020 0.346 0.234 -0.551
S -0.383 -2.285 -0.209 -0.542 0.512 1.157
P -1.013 -0.824 1.281 -0.190 -0.884 -1.619
N 0.402 -0.063 1.585 -0.740 0.809 0.827
C -0.783 -1.673 -4.236 -1.770 2.866 3.773
C -0.625 -1.345 -1.752 -2.092 -0.775 0.459
C 0.454 1.169 2.363 -0.746 1.548 -1.314
C -0.392 -2.361 -2.873 1.714 1.474 -1.628
C 1.615 3.521 2.260 -0.126 -0.070 4.737
C 1.430 2.161 1.642 0.011 -0.839 0.359
H -1.621 -0.798 -1.831 0.645 -1.479 0.298
H 2.507 3.970 1.915 0.591 0.906 -0.980
H 2.416 1.599 1.496 -1.128 0.908 0.248
H 1.926 3.441 3.435 -0.971 -0.035 -2.402
H -0.018 -0.486 -1.673 1.596 0.609 -0.609
H 1.055 2.442 0.673 -0.333 -0.764 -0.782
H 0.753 0.964 3.346 1.076 -0.304 1.520
H -0.912 -3.262 -2.868 -1.719 -1.327 1.002
H -0.196 -2.029 -4.968 2.087 -0.925 -2.868
H 1.249 -0.319 1.134 0.381 -0.505 -0.322
H -0.614 -0.536 -4.025 -0.197 -1.911 -1.042
H -2.257 -2.747 2.285 -0.263 -0.091 0.070
H -1.860 -1.792 -4.528 0.921 -0.035 0.551
H 0.655 -2.820 -2.878 -0.850 1.379 -0.090
H -0.581 1.592 2.554 0.967 -0.345 -0.934
H 0.711 4.203 2.268 1.102 -0.866 -0.422
```
Forces are in eV/Å.

No. 5
Here is 2 unconnected molecules or ions with the total composition C6H12N2O from the Open Molecules 2025 dataset. Energies are from wB97M-V/def2-TZVPD.

Computed properties:
HOMO energy ... -8.1 eV
SMILES ... [H]/N=C(/C)OC.CC#CN
Electronic energy ... -420.47817 Ha
Gap between HOMO and LUMO ... 0.3310 Ha

Structure (XYZ):
```
21
Properties=species:S:1:pos:R:3:forces:R:3
O 0.884 -0.154 -1.116 -1.414 -0.090 0.006
N -0.981 -1.642 -0.937 -0.152 0.140 0.800
N -1.914 -0.613 1.667 0.094 -0.188 -0.475
C 0.156 0.847 1.471 -1.577 -0.521 -0.013
C 1.276 1.763 1.578 0.230 0.047 -0.269
C 1.812 -1.142 -0.715 -0.179 -0.080 0.279
C -0.861 0.186 1.385 1.364 0.799 1.491
C -0.479 -0.490 -1.108 1.558 -0.566 -2.138
C -1.267 0.573 -1.816 0.074 0.326 0.711
H 1.645 2.023 0.584 0.085 0.056 0.017
H 0.955 2.681 2.073 0.081 -0.028 -0.008
H -2.127 -1.238 0.892 -0.497 0.210 0.235
H 2.796 -0.680 -0.784 -0.071 -0.031 0.029
H -0.841 0.754 -2.799 0.048 -0.075 -0.039
H 1.781 -2.022 -1.363 -0.066 0.051 -0.018
H -2.666 -0.168 2.176 -0.020 -0.253 -0.338
H 1.618 -1.442 0.321 0.101 -0.021 -0.043
H -0.366 -2.329 -0.508 0.282 0.080 -0.179
H 2.095 1.320 2.148 0.023 0.095 -0.003
H -1.207 1.498 -1.246 -0.007 0.130 -0.039
H -2.308 0.274 -1.901 0.042 -0.080 -0.006
```
Forces are in eV/Å.

No. 6
Here is 7 unconnected molecules or ions with the total composition C8H22O11 from the Open Molecules 2025 dataset. Energies are from wB97M-V/def2-TZVPD.

Computed properties:
HOMO energy ... -9.9 eV
SMILES ... O=C1OCCO1.O=C1OCCO1.CCO.O.O.O.O
Electronic energy ... -1145.57761 Ha
Gap between HOMO and LUMO ... 0.3671 Ha

Structure (XYZ):
```
41
Properties=species:S:1:pos:R:3:forces:R:3
O -1.363 5.405 -0.451 -0.846 0.643 -5.293
O 5.467 -3.777 -1.869 -0.131 0.046 -0.188
O 0.535 -0.827 2.718 1.723 -1.742 -0.648
O -0.902 -3.628 -3.900 -2.178 1.407 -1.455
O -0.927 5.353 1.552 4.476 -1.358 5.331
O -2.990 5.973 1.064 4.977 -1.316 -1.997
O 7.756 -1.310 2.847 0.165 0.090 -0.141
O -5.798 0.044 2.721 0.156 -0.258 0.041
O 0.185 -0.711 0.518 1.499 -1.621 -0.029
O -5.256 2.408 -1.113 0.100 0.001 0.259
O 2.108 -1.843 1.265 -4.875 2.301 0.982
C -0.837 -0.544 2.563 0.200 1.242 -0.657
C 0.513 -5.302 -3.221 0.927 0.229 0.593
C 0.039 5.228 -0.553 -0.837 -0.956 1.276
C -1.792 5.626 0.719 -9.692 2.269 1.184
C 0.337 5.177 0.945 1.768 1.004 -0.269
C 1.023 -1.253 1.482 3.075 -0.022 -0.322
C -0.795 0.044 1.149 -1.992 0.258 1.111
C 0.014 -3.879 -2.923 1.070 -1.812 0.700
H -1.804 -0.062 0.749 0.293 -0.200 -0.747
H -0.512 -3.103 -4.603 -0.016 -0.054 0.049
H -1.137 0.221 3.279 -0.007 -0.357 0.160
H 0.917 4.318 1.281 -0.587 -0.097 0.232
H -0.466 -3.907 -1.945 -0.176 0.317 0.053
H 5.287 -3.835 -0.931 -0.122 0.023 0.246
H -5.009 1.550 -1.456 0.084 -0.221 -0.115
H 0.505 6.111 -0.990 -0.048 -0.532 -0.562
H 6.380 -4.049 -1.956 0.233 -0.058 -0.063
H 0.731 -5.405 -4.284 0.150 0.084 0.029
H 7.904 -1.619 3.741 0.077 -0.064 0.226
H -5.951 2.711 -1.698 -0.181 0.156 -0.127
H 6.839 -1.520 2.669 -0.258 -0.025 -0.089
H -1.415 -1.465 2.642 -0.158 0.125 -0.003
H 1.416 -5.501 -2.643 0.147 -0.229 -0.041
H 0.921 6.079 1.131 0.138 -0.144 0.637
H -6.176 0.641 3.367 -0.087 0.142 0.183
H 0.135 4.246 -1.015 0.662 0.487 -0.537
H 0.794 -3.118 -2.891 0.272 -0.161 0.041
H -0.218 -6.070 -2.970 -0.187 0.234 0.051
H -0.544 1.104 1.127 0.215 0.015 0.161
H -5.918 0.490 1.883 -0.029 0.155 -0.258
```
Forces are in eV/Å.

Q: Which of these has the highest gap between HOMO and LUMO?
A: C8H22O11

Q: What is the HOMO energy in the third record?
A: -1.4 eV